{"formula": "C28H62Cl10O9", "method": "ωB97M-V/def2-TZVPD", "species": ["Cl", "C", "C", "Cl", "H", "H", "H", "H", "Cl", "C", "C", "Cl", "H", "H", "H", "H", "Cl", "C", "C", "Cl", "H", "H", "H", "H", "Cl", "C", "C", "Cl", "H", "H", "H", "H", "Cl", "C", "C", "Cl", "H", "H", "H", "H", "C", "O", "C", "C", "O", "C", "C", "O", "C", "H", "H", "H", "H", "H", "H", "H", "H", "H", "H", "H", "H", "H", "H", "C", "O", "C", "C", "O", "C", "C", "O", "C", "H", "H", "H", "H", "H", "H", "H", "H", "H", "H", "H", "H", "H", "H", "C", "O", "C", "C", "O", "C", "C", "O", "C", "H", "H", "H", "H", "H", "H", "H", "H", "H", "H", "H", "H", "H", "H"], "xyz": [[2.605, -2.054, -3.632], [1.246, -1.507, -2.591], [-0.064, -1.358, -3.448], [-0.561, -2.763, -4.258], [1.635, -0.641, -2.056], [1.151, -2.327, -1.880], [0.051, -0.636, -4.256], [-0.891, -1.030, -2.818], [-4.605, -1.414, -0.246], [-4.439, 0.214, -0.834], [-3.658, 0.255, -2.087], [-3.503, 2.031, -2.521], [-3.923, 0.820, -0.090], [-5.423, 0.668, -0.952], [-4.124, -0.201, -2.961], [-2.689, -0.240, -2.022], [-2.213, -3.888, 1.100], [-2.800, -4.814, -0.316], [-1.948, -4.482, -1.570], [-0.209, -4.779, -1.203], [-3.849, -4.530, -0.393], [-2.730, -5.874, -0.075], [-2.108, -3.415, -1.720], [-2.141, -5.081, -2.460], [-0.621, 0.917, -0.394], [-1.350, -0.245, 0.798], [-0.274, -0.701, 1.725], [0.983, -1.560, 0.797], [-1.798, -1.062, 0.234], [-2.137, 0.216, 1.394], [-0.610, -1.424, 2.469], [0.264, 0.105, 2.222], [1.805, 1.366, 5.806], [2.667, 1.351, 4.226], [3.627, 2.563, 4.145], [2.786, 4.125, 4.177], [1.933, 1.349, 3.421], [3.159, 0.401, 4.014], [4.310, 2.381, 3.315], [4.284, 2.483, 5.010], [-1.132, -3.344, 8.547], [-0.846, -2.806, 7.242], [-1.607, -3.401, 6.231], [-1.250, -2.782, 4.846], [-1.755, -1.472, 4.698], [-1.211, -0.503, 5.540], [-1.689, 0.996, 5.151], [-1.220, 1.347, 3.864], [-0.935, 2.696, 3.571], [-2.201, -3.445, 8.736], [-0.806, -2.716, 9.376], [-0.582, -4.280, 8.644], [-2.641, -3.205, 6.514], [-1.498, -4.486, 6.237], [-1.605, -3.378, 4.005], [-0.176, -2.733, 4.667], [-0.132, -0.515, 5.390], [-1.389, -0.587, 6.612], [-1.182, 1.657, 5.854], [-2.760, 1.199, 5.185], [-1.613, 3.379, 4.085], [-0.891, 2.867, 2.496], [0.000, 2.952, 4.069], [0.013, 2.365, -3.457], [-0.732, 2.036, -4.556], [-0.006, 1.822, -5.763], [-0.977, 1.408, -6.896], [-1.576, 0.121, -6.631], [-2.260, -0.400, -7.779], [-2.891, -1.803, -7.526], [-4.065, -1.818, -6.747], [-3.911, -1.642, -5.342], [0.765, 3.080, -3.791], [0.520, 1.448, -3.155], [-0.633, 2.659, -2.630], [0.687, 0.988, -5.654], [0.540, 2.732, -6.013], [-0.343, 1.215, -7.761], [-1.639, 2.251, -7.093], [-1.510, -0.437, -8.568], [-2.937, 0.350, -8.190], [-2.214, -2.608, -7.241], [-3.199, -2.129, -8.519], [-4.832, -1.878, -4.808], [-3.775, -0.615, -5.006], [-3.176, -2.317, -4.903], [3.934, 5.827, -0.834], [3.942, 4.444, -1.227], [2.785, 3.690, -1.047], [2.651, 3.230, 0.411], [3.627, 2.361, 0.963], [3.458, 1.057, 0.461], [4.748, 0.178, 0.551], [5.289, 0.140, 1.913], [6.318, -0.862, 2.023], [3.802, 5.885, 0.247], [3.174, 6.406, -1.359], [4.892, 6.293, -1.064], [3.028, 2.852, -1.699], [1.839, 4.041, -1.459], [1.690, 2.782, 0.661], [2.579, 4.108, 1.053], [3.294, 1.095, -0.616], [2.641, 0.620, 1.035], [5.447, 0.582, -0.181], [4.419, -0.834, 0.314], [5.997, -1.878, 1.794], [6.706, -0.957, 3.037], [7.174, -0.551, 1.423]], "e_homo_ev": -9.501, "de_lowest_kcal_mol": 36.1, "multiplicity": 1, "homo_lumo_gap_ev": 10.04, "smiles": "COCCOCCOC.COCCOCCOC.COCCOCCOC.ClCCCl.ClCCCl.ClCCCl.ClCCCl.ClCCCl", "charge": 0}

=====

{"formula": "C28H63F3MnN9O12S", "method": "ωB97M-V/def2-TZVPD", "species": ["Mn", "C", "F", "F", "F", "S", "O", "O", "O", "C", "O", "N", "C", "C", "H", "H", "H", "H", "H", "H", "H", "C", "O", "N", "C", "C", "H", "H", "H", "H", "H", "H", "H", "C", "O", "N", "C", "C", "H", "H", "H", "H", "H", "H", "H", "C", "O", "N", "C", "C", "H", "H", "H", "H", "H", "H", "H", "C", "O", "N", "C", "C", "H", "H", "H", "H", "H", "H", "H", "C", "O", "N", "C", "C", "H", "H", "H", "H", "H", "H", "H", "C", "O", "N", "C", "C", "H", "H", "H", "H", "H", "H", "H", "C", "O", "N", "C", "C", "H", "H", "H", "H", "H", "H", "H", "C", "O", "N", "C", "C", "H", "H", "H", "H", "H", "H", "H"], "xyz": [[-3.956, -1.787, 0.751], [0.539, -0.490, 0.458], [1.710, -1.098, 0.251], [0.347, -0.428, 1.794], [0.634, 0.678, -0.110], [-0.837, -1.535, -0.392], [-0.559, -2.962, -0.141], [-2.105, -1.187, 0.235], [-0.889, -1.099, -1.807], [6.528, 0.575, 0.343], [7.535, 0.496, 1.075], [6.066, -0.564, -0.378], [6.718, -1.861, -0.520], [4.750, -0.607, -0.932], [5.870, 1.445, 0.196], [6.842, -2.302, -1.509], [6.307, -2.685, 0.063], [7.750, -1.836, -0.173], [4.639, -0.972, -1.953], [3.939, -0.980, -0.306], [4.240, 0.351, -1.024], [3.652, -3.129, -4.272], [3.936, -2.287, -5.136], [2.579, -2.933, -3.486], [2.257, -3.750, -2.393], [1.668, -1.753, -3.629], [4.156, -4.090, -4.089], [1.864, -3.212, -1.531], [3.017, -4.469, -2.088], [1.435, -4.369, -2.751], [0.595, -1.938, -3.690], [1.748, -1.110, -2.753], [1.993, -1.170, -4.491], [-4.443, 0.055, -1.975], [-4.583, -0.698, -1.021], [-4.722, 1.403, -2.058], [-5.365, 2.104, -0.920], [-4.344, 2.199, -3.210], [-4.143, -0.330, -2.961], [-4.601, 2.778, -0.531], [-5.692, 1.514, -0.064], [-6.198, 2.734, -1.230], [-5.224, 2.658, -3.661], [-3.583, 2.947, -2.990], [-3.945, 1.558, -3.995], [0.824, 3.775, 5.284], [-0.192, 4.064, 4.710], [1.606, 2.651, 4.984], [1.099, 1.726, 3.934], [2.926, 2.416, 5.520], [1.315, 4.298, 6.119], [0.494, 2.156, 3.136], [0.631, 0.856, 4.395], [1.948, 1.359, 3.357], [2.916, 1.636, 6.281], [3.596, 2.210, 4.685], [3.330, 3.326, 5.964], [-3.766, 0.902, 2.623], [-3.987, -0.079, 1.911], [-3.049, 2.035, 2.219], [-2.859, 3.120, 3.122], [-2.324, 2.102, 0.966], [-4.125, 0.984, 3.661], [-1.782, 3.288, 3.110], [-3.177, 2.882, 4.137], [-3.361, 4.012, 2.747], [-1.242, 2.118, 1.098], [-2.549, 1.288, 0.278], [-2.557, 3.018, 0.422], [-3.655, -4.832, -0.183], [-3.570, -3.590, -0.139], [-4.637, -5.480, -0.817], [-4.709, -6.990, -0.895], [-5.760, -4.747, -1.488], [-2.927, -5.563, 0.201], [-3.953, -7.364, -1.586], [-5.661, -7.505, -1.020], [-4.336, -7.514, -0.015], [-6.610, -4.597, -0.822], [-5.404, -3.826, -1.950], [-6.043, -5.249, -2.413], [-1.083, 4.005, -4.414], [-0.891, 5.128, -4.812], [-1.006, 3.677, -3.101], [-0.938, 2.316, -2.618], [-0.786, 4.756, -2.086], [-1.156, 3.136, -5.086], [-1.484, 1.658, -3.295], [-1.423, 2.357, -1.643], [0.109, 2.038, -2.504], [-1.436, 5.606, -2.297], [-1.106, 4.536, -1.068], [0.233, 5.140, -2.027], [2.760, 5.706, -0.224], [3.595, 5.365, -1.072], [1.918, 4.879, 0.304], [0.684, 5.227, 1.084], [2.053, 3.463, -0.025], [2.557, 6.729, 0.129], [-0.095, 4.793, 0.458], [0.709, 6.310, 1.206], [0.691, 4.621, 1.990], [2.024, 2.892, 0.903], [1.238, 3.202, -0.700], [2.970, 3.106, -0.495], [3.059, -4.717, 3.385], [4.154, -5.214, 3.253], [2.122, -4.597, 2.407], [0.739, -4.286, 2.640], [2.359, -4.823, 0.960], [2.526, -4.548, 4.334], [0.043, -4.865, 2.032], [0.521, -3.240, 2.422], [0.390, -4.395, 3.667], [1.453, -4.790, 0.354], [3.140, -4.121, 0.667], [2.785, -5.801, 0.736]], "e_homo_ev": [-10.413, -10.413], "multiplicity": 6, "homo_lumo_gap_ev": [6.98, 6.46], "charge": 1, "s_squared": 8.75}

=====

{"formula": "C28H64NNbO13P3", "method": "ωB97M-V/def2-TZVPD", "species": ["O", "C", "C", "C", "C", "C", "C", "C", "N", "C", "C", "C", "Nb", "H", "H", "H", "H", "H", "H", "H", "H", "H", "H", "H", "H", "H", "H", "H", "H", "H", "H", "H", "O", "P", "O", "C", "C", "O", "C", "C", "O", "C", "C", "H", "H", "H", "H", "H", "H", "H", "H", "H", "H", "H", "H", "H", "H", "H", "O", "P", "O", "C", "C", "O", "C", "C", "O", "C", "C", "H", "H", "H", "H", "H", "H", "H", "H", "H", "H", "H", "H", "H", "H", "H", "O", "P", "O", "C", "C", "O", "C", "C", "O", "C", "C", "H", "H", "H", "H", "H", "H", "H", "H", "H", "H", "H", "H", "H", "H", "H"], "xyz": [[-4.783, 3.623, 7.175], [-4.396, 2.202, 7.332], [-3.690, 1.590, 8.716], [-3.243, -0.016, 8.785], [-3.484, -1.067, 7.547], [-4.183, -0.478, 6.166], [-4.604, 1.115, 6.106], [-5.249, 1.652, 4.686], [-4.225, 1.500, 3.583], [-2.825, 1.873, 4.020], [-1.831, 2.213, 2.720], [-2.504, 3.246, 1.639], [-2.895, 5.267, 2.620], [-4.310, 4.052, 6.398], [-3.503, 2.334, 9.603], [-2.725, -0.366, 9.783], [-3.165, -2.194, 7.554], [-4.371, -1.158, 5.203], [-5.537, 2.807, 4.747], [-6.251, 1.072, 4.406], [-4.223, 0.490, 3.317], [-2.256, 1.002, 4.604], [-2.824, 2.800, 4.772], [-0.823, 2.592, 3.201], [-1.571, 1.145, 2.254], [-3.487, 2.725, 1.213], [-1.695, 3.406, 0.780], [-1.588, 4.853, 3.828], [-1.698, 6.082, 1.526], [-4.276, 5.495, 1.474], [-4.065, 4.407, 3.741], [-3.255, 6.792, 3.532], [1.899, 0.947, -1.074], [2.192, 1.736, -2.374], [1.830, 3.215, -1.724], [2.737, 3.782, -0.801], [4.005, 4.258, -1.488], [0.712, 1.453, -3.079], [-0.060, 0.319, -2.720], [-1.056, 0.675, -1.631], [2.520, 2.617, -3.826], [3.697, 2.221, -4.514], [3.690, 0.746, -4.867], [2.974, 3.068, -0.005], [2.238, 4.637, -0.336], [4.606, 3.404, -1.814], [4.616, 4.853, -0.803], [3.772, 4.854, -2.373], [0.584, -0.518, -2.428], [-0.603, -0.003, -3.615], [-0.572, 1.148, -0.772], [-1.589, -0.216, -1.287], [-1.787, 1.396, -2.009], [4.572, 2.464, -3.904], [3.757, 2.817, -5.429], [3.725, 0.123, -3.967], [4.558, 0.494, -5.485], [2.776, 0.479, -5.410], [7.383, -1.778, -1.064], [6.876, -1.649, 0.394], [5.987, -0.280, 0.111], [4.789, -0.399, -0.629], [3.703, -1.086, 0.180], [8.237, -0.892, 0.978], [9.493, -1.060, 0.340], [9.741, 0.062, -0.652], [6.309, -1.504, 2.022], [5.888, -2.720, 2.619], [6.976, -3.777, 2.607], [4.968, -0.934, -1.568], [4.461, 0.612, -0.885], [3.932, -2.148, 0.303], [2.737, -1.010, -0.328], [3.620, -0.648, 1.177], [9.566, -2.046, -0.131], [10.262, -1.029, 1.119], [8.915, 0.170, -1.363], [10.664, -0.113, -1.212], [9.825, 1.018, -0.129], [4.995, -3.086, 2.105], [5.606, -2.497, 3.652], [7.214, -4.089, 1.584], [6.658, -4.664, 3.165], [7.901, -3.390, 3.049], [-4.463, -2.802, -5.742], [-4.788, -3.151, -4.269], [-3.893, -1.911, -3.632], [-4.387, -0.594, -3.758], [-5.583, -0.359, -2.852], [-3.631, -4.337, -4.120], [-3.154, -5.036, -5.258], [-1.892, -4.383, -5.794], [-5.150, -3.541, -2.623], [-6.508, -3.868, -2.370], [-6.994, -5.020, -3.230], [-4.644, -0.377, -4.801], [-3.581, 0.086, -3.470], [-6.456, -0.904, -3.223], [-5.842, 0.703, -2.821], [-5.382, -0.711, -1.838], [-3.932, -5.113, -6.025], [-2.926, -6.059, -4.941], [-2.031, -3.314, -5.980], [-1.574, -4.863, -6.724], [-1.084, -4.468, -5.063], [-7.130, -2.983, -2.531], [-6.588, -4.140, -1.314], [-7.014, -4.742, -4.289], [-8.007, -5.316, -2.940], [-6.328, -5.886, -3.135]], "e_homo_ev": -4.726, "multiplicity": 1, "homo_lumo_gap_ev": 4.17, "charge": -1}

=====

{"formula": "C28H66Br2NO21S7", "method": "ωB97M-V/def2-TZVPD", "species": ["C", "C", "Br", "C", "Br", "C", "C", "N", "C", "C", "H", "H", "H", "H", "H", "H", "H", "H", "H", "H", "O", "S", "O", "O", "C", "C", "C", "H", "H", "H", "H", "H", "H", "H", "H", "O", "S", "O", "O", "C", "C", "C", "H", "H", "H", "H", "H", "H", "H", "H", "O", "S", "O", "O", "C", "C", "C", "H", "H", "H", "H", "H", "H", "H", "H", "O", "S", "O", "O", "C", "C", "C", "H", "H", "H", "H", "H", "H", "H", "H", "O", "S", "O", "O", "C", "C", "C", "H", "H", "H", "H", "H", "H", "H", "H", "O", "S", "O", "O", "C", "C", "C", "H", "H", "H", "H", "H", "H", "H", "H", "O", "S", "O", "O", "C", "C", "C", "H", "H", "H", "H", "H", "H", "H", "H"], "xyz": [[0.932, -3.765, 2.002], [1.027, -4.928, 0.935], [2.786, -5.757, 0.605], [-0.101, -5.349, 0.239], [0.084, -6.769, -1.104], [-1.497, -4.687, 0.510], [-2.226, -4.978, 1.888], [-2.875, -3.904, 2.258], [-2.669, -2.760, 1.304], [-1.763, -3.180, 0.039], [1.887, -3.822, 2.613], [0.880, -2.784, 1.445], [0.070, -3.877, 2.726], [-2.175, -5.269, -0.206], [-2.174, -5.984, 2.384], [-3.462, -3.782, 3.091], [-3.579, -2.127, 1.123], [-1.966, -2.094, 1.909], [-2.522, -3.157, -0.805], [-0.853, -2.539, -0.153], [-2.590, -0.358, -1.418], [-3.239, 0.887, -1.741], [-4.468, 0.931, -2.483], [-2.173, 1.870, -2.444], [-1.453, 1.391, -3.585], [-2.301, 1.437, -4.842], [-3.446, 1.820, -0.252], [-1.067, 0.383, -3.404], [-0.590, 2.048, -3.709], [-3.120, 0.717, -4.790], [-1.698, 1.201, -5.721], [-2.747, 2.425, -4.971], [-2.499, 1.840, 0.285], [-4.209, 1.326, 0.349], [-3.770, 2.828, -0.510], [1.614, -0.023, 1.886], [2.935, 0.041, 1.312], [3.955, -0.912, 1.654], [3.522, 1.527, 1.513], [3.540, 2.083, 2.835], [4.693, 1.531, 3.652], [2.786, 0.102, -0.450], [2.584, 1.919, 3.338], [3.664, 3.160, 2.723], [4.549, 0.470, 3.867], [4.777, 2.060, 4.602], [5.634, 1.626, 3.107], [2.057, 0.864, -0.717], [2.448, -0.877, -0.792], [3.761, 0.329, -0.878], [9.697, -5.003, -1.060], [9.250, -6.266, -0.536], [8.560, -7.223, -1.356], [8.375, -5.998, 0.795], [7.280, -5.086, 0.712], [6.068, -5.725, 0.059], [10.611, -7.072, 0.255], [7.575, -4.172, 0.189], [7.028, -4.802, 1.736], [6.255, -5.931, -0.997], [5.202, -5.064, 0.126], [5.828, -6.678, 0.537], [11.099, -6.366, 0.924], [11.304, -7.395, -0.522], [10.238, -7.935, 0.804], [3.837, 4.481, 4.980], [4.092, 5.432, 6.031], [3.097, 5.757, 7.014], [4.644, 6.799, 5.375], [3.876, 7.415, 4.338], [2.690, 8.179, 4.896], [5.583, 4.974, 6.865], [3.557, 6.673, 3.601], [4.543, 8.111, 3.826], [1.955, 7.500, 5.330], [2.198, 8.753, 4.109], [3.008, 8.860, 5.688], [6.358, 4.784, 6.124], [5.381, 4.069, 7.437], [5.874, 5.781, 7.535], [-8.517, -1.274, 1.652], [-8.904, -1.515, 0.287], [-8.987, -2.845, -0.251], [-7.972, -0.622, -0.683], [-6.556, -0.731, -0.543], [-6.029, -1.988, -1.210], [-10.426, -0.675, -0.036], [-6.266, -0.690, 0.512], [-6.122, 0.141, -1.032], [-6.369, -2.883, -0.683], [-4.936, -1.992, -1.216], [-6.390, -2.062, -2.238], [-10.344, 0.352, 0.317], [-11.215, -1.195, 0.505], [-10.625, -0.704, -1.106], [2.730, -0.817, -4.697], [1.638, -1.751, -4.744], [0.743, -1.924, -3.629], [2.204, -3.196, -5.185], [3.294, -3.755, -4.445], [2.827, -4.350, -3.131], [0.680, -1.441, -6.198], [4.077, -3.008, -4.285], [3.724, -4.543, -5.065], [2.480, -3.571, -2.449], [3.640, -4.891, -2.642], [1.991, -5.034, -3.292], [1.350, -1.370, -7.053], [0.152, -0.499, -6.055], [-0.034, -2.253, -6.329], [-5.954, 5.006, -0.205], [-6.606, 6.248, -0.530], [-7.833, 6.285, -1.274], [-5.537, 7.228, -1.238], [-4.818, 6.744, -2.375], [-5.665, 6.784, -3.633], [-6.815, 7.188, 0.953], [-4.433, 5.738, -2.189], [-3.955, 7.401, -2.502], [-6.484, 6.065, -3.578], [-5.062, 6.543, -4.510], [-6.111, 7.772, -3.768], [-5.869, 7.213, 1.492], [-7.577, 6.695, 1.555], [-7.139, 8.193, 0.690]], "e_homo_ev": -11.859, "de_lowest_kcal_mol": 33.5, "multiplicity": 1, "homo_lumo_gap_ev": 7.77, "charge": 1}